Run a
Molecular formula: C2H6IN2O
Method: DFT, wB97M-V/def2-TZVPD

Geometry (Å):
I  1.640  2.753  0.592
O  0.883  -1.464  -1.405
N  -0.269  -1.054  0.848
N  0.745  -0.099  -0.974
C  0.140  -0.010  0.228
C  -0.111  1.396  0.911
H  1.584  0.409  -1.155
H  -0.358  -1.966  0.455
H  -0.258  1.449  2.039
H  -0.940  1.672  0.367
H  0.738  -1.637  -2.305
H  -0.857  -1.096  1.721

- Net charge: +1
- HOMO-LUMO gap: 9.46 eV
- SMILES: [NH2+]=C(CI)NO

Mulliken population analysis, charges in e, atoms 1 to 6: number 1, I, carries 0.189; number 2, O, carries -0.435; number 3, N, carries -0.299; number 4, N, carries -0.005; number 5, C, carries 0.548; number 6, C, carries -1.050

***

Run b
Molecular formula: C2H6IN2O
Method: DFT, wB97M-V/def2-TZVPD

Geometry (Å):
I  -1.915  -0.743  0.316
O  0.253  0.861  -0.835
N  -0.151  1.340  -3.097
N  1.139  -0.749  1.202
C  -0.010  1.256  -1.922
C  -0.262  -0.716  1.895
H  1.254  -1.717  0.757
H  -0.146  -1.695  2.246
H  -0.831  1.827  -3.628
H  1.250  0.002  0.456
H  -2.340  0.873  0.642
H  1.760  -0.540  1.968

- Net charge: +1
- HOMO-LUMO gap: 8.57 eV

Mulliken population analysis, charges in e, atoms 1 to 6: number 1, I, carries 0.234; number 2, O, carries -0.527; number 3, N, carries -0.324; number 4, N, carries -0.343; number 5, C, carries 0.508; number 6, C, carries -0.659

***

We find run a to be the most stable, with the next structure 51.4 kcal/mol higher.

***

Run a
Molecular formula: CHNO3S
Method: DFT, wB97M-V/def2-TZVPD

Geometry (Å):
S  3.315  1.132  0.214
O  -0.209  -0.059  0.175
O  1.487  -1.146  0.620
O  3.883  -1.393  -0.640
N  0.445  -0.757  1.039
C  3.569  -0.380  -0.197
H  0.157  0.050  -0.686

- HOMO-LUMO gap: 10.42 eV
- SMILES: O=C=S.O=NO

Mulliken population analysis, charges in e, atoms 1 to 6: number 1, S, carries -0.294; number 2, O, carries -0.283; number 3, O, carries -0.415; number 4, O, carries -0.317; number 5, N, carries 0.360; number 6, C, carries 0.623

***

Run b
Molecular formula: CHNO3S
Method: DFT, wB97M-V/def2-TZVPD

Geometry (Å):
S  0.365  -0.188  1.554
O  -0.402  1.679  0.034
O  0.362  -0.185  -1.034
O  0.139  -2.267  -0.258
N  0.399  -1.579  -1.179
C  0.026  0.454  0.135
H  -0.888  2.086  0.749

- HOMO-LUMO gap: 8.41 eV
- SMILES: O=NOC(O)=S

Mulliken population analysis, charges in e, atoms 1 to 6: number 1, S, carries -0.359; number 2, O, carries -0.414; number 3, O, carries -0.168; number 4, O, carries -0.281; number 5, N, carries 0.362; number 6, C, carries 0.490

***

Run c
Molecular formula: CHNO3S
Method: DFT, wB97M-V/def2-TZVPD

Geometry (Å):
S  1.049  -0.837  1.248
O  -0.157  0.735  -0.913
O  1.157  0.808  0.929
O  -0.578  -0.904  0.644
N  0.967  1.160  -0.335
C  -0.851  -0.237  -0.473
H  -1.587  -0.725  -1.099

- HOMO-LUMO gap (spin up / spin down): 8.09 / 8.10 eV

Mulliken population analysis, charges in e, atoms 1 to 6: number 1, S, carries 0.156; number 2, O, carries -0.038; number 3, O, carries -0.223; number 4, O, carries -0.302; number 5, N, carries -0.121; number 6, C, carries 0.180

***

We find run a to be the most stable, with the next structure 25.0 kcal/mol higher.

***

Run a
Molecular formula: C6H8N3O2
Method: DFT, wB97M-V/def2-TZVPD

Geometry (Å):
O  3.501  0.437  -0.230
O  2.121  -0.489  0.742
N  -2.161  0.995  -0.616
N  0.474  -1.864  0.031
N  4.514  0.619  0.175
C  -1.778  -1.194  0.032
C  -1.349  0.106  -0.031
C  0.415  1.899  0.396
C  -0.804  -2.141  0.073
C  0.902  -0.564  0.382
C  -0.016  0.484  0.356
H  -3.081  0.679  -0.963
H  -2.754  -1.426  -0.091
H  1.178  -2.613  0.022
H  1.466  1.931  0.659
H  -0.035  2.504  1.039
H  -1.714  1.664  -1.218
H  -1.137  -3.175  -0.058
H  0.257  2.149  -0.701

- Net charge: +1
- HOMO-LUMO gap (spin up / spin down): 7.07 / 5.75 eV

Mulliken population analysis, charges in e, atoms 1 to 6: number 1, O, carries 0.160; number 2, O, carries -0.714; number 3, N, carries -0.416; number 4, N, carries 0.021; number 5, N, carries 0.372; number 6, C, carries -0.796

***

Run b
Molecular formula: C6H8N3O2
Method: DFT, wB97M-V/def2-TZVPD

Geometry (Å):
O  0.529  1.990  -0.515
O  -1.112  -1.229  1.060
N  0.338  3.446  1.254
N  -1.613  1.159  3.587
N  0.351  -0.726  -0.428
C  -1.128  -2.399  0.248
C  0.174  2.215  0.765
C  -0.223  -0.405  0.689
C  -0.952  1.173  2.646
C  -0.053  -2.062  -0.833
C  -0.177  1.172  1.486
H  1.113  -0.175  -0.989
H  -0.414  -1.998  -1.814
H  0.621  -2.800  -0.678
H  1.139  2.642  -0.765
H  0.234  3.578  2.194
H  -2.256  -2.412  -0.258
H  0.025  4.253  0.750
H  -0.874  -3.178  0.967

- Net charge: +1
- HOMO-LUMO gap: 9.68 eV
- SMILES: N#C/C(C1=[NH+]CCO1)=C(\N)O

Mulliken population analysis, charges in e, atoms 1 to 6: number 1, O, carries -0.466; number 2, O, carries -0.266; number 3, N, carries -0.474; number 4, N, carries -0.388; number 5, N, carries -0.186; number 6, C, carries -0.293

***

We find run b to be the most stable, with the next structure 34.6 kcal/mol higher.

***

Run a
Molecular formula: C2H3NO
Method: DFT, wB97M-V/def2-TZVPD

Geometry (Å):
O  0.085  1.581  1.024
N  0.241  -1.949  0.218
C  0.578  -1.142  -0.556
C  -0.134  1.416  -0.128
H  0.229  2.137  -0.926
H  -0.757  0.536  -0.382
H  -0.242  -2.579  0.749

- HOMO-LUMO gap: 10.73 eV

Mulliken population analysis, charges in e, atoms 1 to 6: number 1, O, carries -0.386; number 2, N, carries -0.131; number 3, C, carries -0.135; number 4, C, carries -0.098; number 5, H, carries 0.255; number 6, H, carries 0.230

***

Run b
Molecular formula: C2H3NO
Method: DFT, wB97M-V/def2-TZVPD

Geometry (Å):
O  2.188  1.813  -0.136
N  -0.674  0.513  1.181
C  1.257  1.139  -0.035
C  -0.077  0.779  0.086
H  -0.530  0.739  -0.926
H  -1.643  0.233  1.067
H  1.796  -0.976  -0.354

- HOMO-LUMO gap (spin up / spin down): 9.31 / 7.54 eV

Mulliken population analysis, charges in e, atoms 1 to 6: number 1, O, carries -0.227; number 2, N, carries -0.564; number 3, C, carries 0.197; number 4, C, carries 0.032; number 5, H, carries 0.314; number 6, H, carries 0.263

***

We find run a to be the most stable, with the next structure 54.1 kcal/mol higher.

***

Run a
Molecular formula: C3H7OS2
Method: DFT, wB97M-V/def2-TZVPD

Geometry (Å):
S  1.523  -1.575  -2.625
S  -0.476  -1.680  -2.453
O  -1.086  -0.282  -3.309
C  -0.330  -0.287  0.498
C  -0.830  0.939  0.459
C  1.056  -0.761  0.673
H  1.542  0.196  0.864
H  1.590  -1.042  -0.330
H  -0.417  1.937  0.612
H  -1.896  1.056  0.236
H  -0.945  0.381  -2.689
H  1.324  -1.455  1.498
H  -1.034  -1.208  0.361

- Net charge: -1
- HOMO-LUMO gap: 6.16 eV

Mulliken population analysis, charges in e, atoms 1 to 6: number 1, S, carries -0.602; number 2, S, carries -0.085; number 3, O, carries -0.517; number 4, C, carries 0.268; number 5, C, carries -0.866; number 6, C, carries -0.769

***

Run b
Molecular formula: C3H7OS2
Method: DFT, wB97M-V/def2-TZVPD

Geometry (Å):
S  1.467  -1.834  0.439
S  3.420  -0.921  0.416
O  -1.182  1.773  0.896
C  -0.912  -0.434  -0.320
C  0.392  -0.414  0.468
C  -1.602  1.011  -0.143
H  0.786  0.560  0.088
H  -0.740  -0.502  -1.395
H  0.146  -0.087  1.542
H  -2.737  0.873  -0.113
H  -1.510  1.518  -1.137
H  3.837  -0.099  -0.572
H  -1.365  -1.444  -0.167

- Net charge: -1
- HOMO-LUMO gap: 5.24 eV
- SMILES: [O-]CCCSS

Mulliken population analysis, charges in e, atoms 1 to 6: number 1, S, carries -0.112; number 2, S, carries -0.298; number 3, O, carries -0.857; number 4, C, carries -0.576; number 5, C, carries -0.437; number 6, C, carries -0.438

***

We find run a to be the most stable, with the next structure 26.1 kcal/mol higher.

***

Run a
Molecular formula: C5H29NO11
Method: DFT, wB97M-V/def2-TZVPD

Geometry (Å):
O  -3.463  -1.432  2.329
O  2.868  -2.045  -2.208
O  -1.394  -2.388  0.771
O  1.244  0.107  -2.509
O  2.006  -1.114  2.130
O  1.843  2.787  -0.313
O  2.495  -3.201  0.506
O  4.212  0.493  0.213
O  0.327  2.960  -2.731
O  -0.262  -0.741  3.229
O  -0.482  -2.741  -1.221
N  -1.446  -0.644  -0.936
C  -2.135  0.356  -0.085
C  -1.088  1.246  0.650
C  -1.662  2.507  1.319
C  -1.141  -1.928  -0.357
C  -2.943  1.049  -1.190
H  2.112  -3.870  1.018
H  1.136  -0.581  2.296
H  -0.218  -3.580  -0.708
H  2.470  -2.486  0.989
H  -0.566  0.524  1.383
H  -2.226  2.375  2.367
H  0.298  2.007  -2.596
H  -0.103  3.241  -3.562
H  2.447  -2.645  -1.549
H  -3.597  -2.359  2.404
H  -1.023  -0.275  3.540
H  -3.095  -1.422  1.470
H  -0.809  3.136  1.547
H  -2.209  3.074  0.596
H  3.648  -0.224  0.084
H  -2.705  -0.067  0.710
H  -3.810  1.682  -0.661
H  1.242  -0.537  -3.279
H  -0.587  -1.288  2.552
H  2.039  2.860  -1.315
H  1.520  3.723  -0.239
H  -0.653  -0.429  -1.646
H  -2.352  1.623  -1.939
H  1.862  -0.269  -1.927
H  3.790  -2.017  -2.339
H  3.643  1.220  0.260
H  2.544  -0.901  2.862
H  -0.216  1.727  -0.013
H  -3.562  0.486  -1.905

- HOMO-LUMO gap: 10.15 eV
- SMILES: CC[C@@H](C)NC(=O)O.O.O.O.O.O.O.O.O.O

Mulliken population analysis, charges in e, atoms 1 to 6: number 1, O, carries -0.605; number 2, O, carries -0.603; number 3, O, carries -0.695; number 4, O, carries -0.565; number 5, O, carries -0.622; number 6, O, carries -0.628

***

Run b
Molecular formula: C5H29NO11
Method: DFT, wB97M-V/def2-TZVPD

Geometry (Å):
O  1.754  2.760  -2.130
O  -3.036  -0.672  -1.019
O  0.604  -4.061  1.616
O  -1.513  4.703  -0.330
O  -3.543  2.882  0.031
O  -0.481  -1.655  2.349
O  -0.469  2.187  -0.587
O  -1.918  -2.851  0.338
O  3.313  -1.950  2.332
O  -1.947  1.203  0.794
O  -3.026  1.873  -2.420
N  0.170  0.596  0.924
C  3.066  -0.422  -1.320
C  1.256  -1.912  -0.418
C  1.645  -0.477  -0.778
C  -0.731  1.376  0.329
C  1.540  0.437  0.442
H  -3.568  2.596  -0.921
H  2.126  0.001  1.250
H  -2.701  -0.100  -0.304
H  1.007  2.504  -1.555
H  0.064  -2.470  2.318
H  -1.561  -2.240  1.012
H  1.951  1.421  0.226
H  -2.683  1.946  0.516
H  -2.691  -3.293  0.739
H  1.451  -3.983  1.143
H  -0.162  -0.098  1.560
H  3.209  -1.075  -2.178
H  3.541  -1.871  3.273
H  -0.999  3.897  -0.539
H  -0.103  -4.004  0.946
H  -2.075  1.939  -2.238
H  3.306  0.584  -1.656
H  0.958  -0.134  -1.552
H  0.213  -1.989  -0.103
H  -3.199  0.912  -2.286
H  3.784  -0.709  -0.549
H  1.339  2.996  -2.964
H  -0.746  -1.534  3.264
H  -0.983  5.207  0.306
H  -2.959  3.689  0.046
H  1.901  -2.307  0.368
H  4.153  -1.825  1.868
H  1.381  -2.547  -1.296
H  -2.638  -1.531  -0.847

- HOMO-LUMO gap: 9.84 eV
- SMILES: CC(C)CNC(=O)O.O.O.O.O.O.O.O.O.O

Mulliken population analysis, charges in e, atoms 1 to 6: number 1, O, carries -0.639; number 2, O, carries -0.720; number 3, O, carries -0.741; number 4, O, carries -0.730; number 5, O, carries -0.723; number 6, O, carries -0.619

***

We find run b to be the most stable, with the next structure 88.1 kcal/mol higher.